(1)
{"formula": "C4H6AgCl2F3O2", "method": "wB97M-V/def2-TZVPD", "multiplicity": 1, "total_charge": -2, "orbital_gap_ev": 3.648, "e_tot_ha": -1673.2904, "symbols": ["Ag", "C", "O", "O", "C", "F", "F", "F", "C", "C", "H", "H", "H", "H", "H", "H", "Cl", "Cl"], "positions_angstrom": [[-0.999, -2.800, 0.299], [-1.084, -0.027, -0.259], [0.262, -0.107, 0.097], [-1.608, -1.303, -0.312], [-1.979, 1.092, 0.567], [-2.932, 0.787, 1.372], [-1.313, 1.931, 1.291], [-2.410, 2.043, -0.289], [1.114, 0.937, -0.491], [2.547, 0.273, -0.550], [3.138, 0.828, -1.278], [3.004, 0.265, 0.440], [2.537, -0.752, -0.921], [0.974, 1.764, 0.205], [0.965, 1.279, -1.515], [-1.155, 0.373, -1.270], [-1.661, -2.447, 2.205], [0.600, -4.137, 0.409]], "forces_ev_per_a": [[3.48, -7.60, -3.75], [-2.44, -3.10, -0.91], [0.93, 1.83, -0.79], [-4.26, 13.02, -4.05], [1.68, -0.22, -1.14], [-2.70, -2.14, 0.41], [4.69, 1.54, 3.46], [-2.32, -0.10, -3.13], [0.90, -2.29, 1.35], [-0.85, 0.94, 0.31], [0.37, 0.29, 0.22], [0.17, 0.02, -0.11], [-0.60, -0.01, 0.16], [0.76, 0.43, -0.23], [-1.16, -0.32, -0.12], [0.20, 0.76, -0.51], [-3.22, 1.17, 8.90], [4.38, -4.24, -0.05]]}

(2)
{"formula": "C4H6AlO2", "method": "wB97M-V/def2-TZVPD", "multiplicity": 1, "total_charge": 3, "orbital_gap_ev": 1.785, "e_tot_ha": -547.4295, "symbols": ["Al", "O", "C", "O", "C", "C", "C", "H", "H", "H", "H", "H", "H"], "positions_angstrom": [[-11.322, -1.690, -30.304], [-15.702, 0.970, -26.005], [-16.261, 1.879, -25.315], [-17.576, 2.003, -25.321], [-18.013, 2.928, -24.456], [-16.836, 3.779, -24.595], [-15.553, 2.946, -24.623], [-18.067, 2.649, -23.403], [-18.920, 3.339, -24.899], [-16.929, 4.445, -23.737], [-17.045, 4.374, -25.483], [-15.071, 2.529, -23.739], [-14.773, 3.406, -25.230]], "forces_ev_per_a": [[0.21, -0.18, -0.22], [-2.50, 3.79, 3.15], [1.34, -5.31, -4.32], [-0.12, -3.43, -2.41], [-1.20, 1.15, 0.69], [0.62, 3.21, 0.39], [1.96, 1.74, 0.62], [-0.64, -0.61, 0.66], [-1.17, -0.38, 0.52], [0.80, 0.21, 1.20], [0.82, -0.31, -0.77], [-0.20, 0.29, 0.72], [0.09, -0.17, -0.23]]}

(3)
{"formula": "C4H6AlO7", "method": "wB97M-V/def2-TZVPD", "multiplicity": 2, "total_charge": 2, "orbital_gap_ev": [8.275, 4.954], "e_tot_ha": -924.4246, "symbols": ["O", "C", "C", "O", "C", "O", "O", "H", "H", "H", "H", "H", "O", "C", "O", "O", "Al", "H"], "positions_angstrom": [[-0.885, -0.243, 1.808], [-0.092, -0.782, 0.827], [1.094, 0.111, 0.480], [1.937, 0.222, 1.631], [2.227, -0.942, 2.167], [1.379, -1.836, 2.129], [3.232, -0.864, 2.988], [-1.411, -0.917, 2.255], [-0.106, -1.842, 0.563], [0.779, 1.135, 0.252], [1.669, -0.323, -0.343], [3.073, -1.381, 3.791], [-1.162, 1.510, -1.598], [-1.798, 0.598, -0.913], [-1.204, -0.491, -0.535], [-3.020, 0.701, -0.739], [-3.611, -0.877, -0.302], [-0.209, 1.288, -1.664]], "forces_ev_per_a": [[1.33, -0.91, -1.29], [-0.43, 0.38, 2.12], [0.24, -0.25, 0.48], [0.54, 1.23, -1.93], [-2.09, -0.82, 2.75], [0.95, -0.01, -0.66], [0.33, 0.40, -0.38], [0.20, -0.27, 0.33], [-0.06, 0.52, 0.38], [0.04, -0.20, 0.20], [-0.18, 0.03, -0.03], [0.19, -0.50, -0.16], [-0.56, -0.57, 1.09], [4.54, -0.07, -1.61], [-2.05, 0.30, -1.27], [-2.97, 0.86, 0.13], [0.33, -0.29, 0.10], [-0.35, 0.17, -0.23]]}

(4)
{"formula": "C4H6B4F16N2Ni", "method": "wB97M-V/def2-TZVPD", "multiplicity": 3, "total_charge": -2, "orbital_gap_ev": [10.362, 10.354], "e_tot_ha": -3472.1092, "symbols": ["Ni", "B", "F", "F", "F", "F", "B", "F", "F", "F", "F", "B", "F", "F", "F", "F", "B", "F", "F", "F", "F", "C", "C", "N", "H", "H", "H", "C", "C", "N", "H", "H", "H"], "positions_angstrom": [[18.827, 20.909, 8.622], [18.461, 23.970, 9.792], [18.616, 22.680, 9.377], [17.369, 24.049, 10.647], [19.620, 24.358, 10.498], [18.158, 24.818, 8.725], [18.883, 18.594, 7.284], [20.019, 18.999, 7.864], [18.432, 17.426, 7.883], [17.970, 19.567, 7.500], [19.010, 18.351, 5.886], [20.131, 21.421, 5.724], [21.032, 20.380, 5.679], [19.761, 21.581, 7.059], [20.677, 22.580, 5.171], [19.058, 21.078, 5.022], [17.325, 20.381, 10.795], [17.356, 21.511, 11.589], [16.656, 19.374, 11.337], [16.715, 20.876, 9.709], [18.636, 20.061, 10.506], [17.127, 24.294, 5.721], [16.988, 23.105, 6.567], [16.930, 22.124, 7.223], [16.974, 23.917, 4.710], [18.108, 24.749, 5.859], [16.373, 25.057, 5.915], [23.142, 22.570, 8.752], [21.992, 21.767, 9.098], [21.043, 21.109, 9.351], [23.289, 22.631, 7.674], [24.019, 22.140, 9.235], [23.135, 23.569, 9.190]], "forces_ev_per_a": [[0.02, 0.36, 0.78], [-1.03, 2.17, 1.82], [0.74, -1.39, -0.67], [-0.18, 0.06, 0.31], [0.24, 0.12, -0.46], [0.64, 0.22, -0.80], [-0.01, -3.51, -2.58], [2.38, 0.54, 1.01], [-0.25, -0.74, 0.38], [-2.36, 1.63, 0.09], [0.02, 0.13, 0.73], [1.25, -0.84, -1.35], [1.31, -0.21, 0.08], [-0.04, 1.44, 1.22], [0.45, 0.83, 0.46], [-2.49, -0.25, -1.44], [-0.67, 2.50, 1.79], [0.45, 0.39, 2.20], [-0.99, -2.30, 1.13], [-1.16, -0.22, -3.60], [1.91, -0.95, -1.06], [-0.23, -0.44, -0.05], [-0.11, -2.89, 2.47], [0.10, 3.49, -2.44], [0.32, 0.30, -0.21], [0.01, -0.25, -0.08], [-0.07, -0.21, 0.27], [0.88, 0.24, 0.39], [-3.91, -2.33, 0.94], [3.48, 2.50, -0.93], [-0.14, -0.10, 0.07], [0.13, -0.38, -0.29], [-0.68, 0.07, -0.17]]}

(5)
{"formula": "C4H6BaO", "method": "wB97M-V/def2-TZVPD", "multiplicity": 2, "total_charge": 1, "orbital_gap_ev": [4.851, 7.092], "e_tot_ha": -256.0739, "symbols": ["O", "Ba", "C", "C", "H", "H", "H", "H", "C", "C", "H", "H"], "positions_angstrom": [[0.837, 1.545, 5.073], [2.511, 3.256, 6.245], [-0.243, 1.024, 4.838], [-0.987, 1.188, 3.036], [-0.494, 0.178, 5.505], [-0.386, 2.037, 2.687], [-1.949, 1.709, 3.163], [-1.455, 0.445, 4.152], [-1.022, 0.232, 1.076], [-0.873, -0.664, 0.146], [-1.664, -0.803, -0.601], [0.035, -1.271, 0.075]], "forces_ev_per_a": [[1.13, 0.44, -0.13], [-0.30, -0.37, -0.26], [-1.00, 1.68, 0.70], [-2.00, -1.71, 4.47], [-0.02, -0.55, 0.01], [0.96, -0.99, 0.57], [-0.35, -0.12, -0.40], [2.22, 1.41, -4.23], [-1.20, -0.09, -1.75], [0.65, 0.10, 0.74], [0.20, 0.23, 0.23], [-0.28, -0.03, 0.05]]}

(6)
{"formula": "C4H6Br2O", "method": "wB97M-V/def2-TZVPD", "multiplicity": 1, "orbital_gap_ev": [7.854, 7.853], "e_tot_ha": -5379.1376, "symbols": ["C", "C", "C", "C", "O", "Br", "Br", "H", "H", "H", "H", "H", "H"], "positions_angstrom": [[-0.150, 0.352, 1.350], [-0.877, 0.025, 0.226], [1.395, 1.505, 0.819], [-0.469, -1.087, -0.698], [0.888, 2.652, 0.486], [-2.076, 1.291, -0.515], [2.478, 0.796, -0.640], [-0.420, 1.043, 2.100], [0.569, -0.408, 1.646], [-0.288, -0.574, -1.721], [-1.333, -1.788, -0.874], [0.223, -1.683, -0.261], [0.637, 2.882, -0.513]], "forces_ev_per_a": [[-0.32, -1.98, -1.03], [1.37, 0.55, 0.69], [0.31, 0.90, -0.35], [-4.00, 2.21, -2.53], [-1.18, 0.98, -2.17], [0.09, -0.12, 0.22], [-0.09, -0.34, -0.38], [-0.55, 0.64, 0.44], [-0.40, -0.09, 0.25], [0.45, -1.30, 1.52], [0.48, 0.83, 0.06], [2.81, -1.41, 0.88], [1.03, -0.86, 2.40]]}

(7)
{"formula": "C4H6Br2S", "method": "wB97M-V/def2-TZVPD", "smiles": "C[C@H](Br)[C@@H](Br)C=S", "multiplicity": 1, "orbital_gap_ev": 8.464, "e_tot_ha": -5702.1648, "symbols": ["C", "C", "Br", "C", "Br", "C", "S", "H", "H", "H", "H", "H", "H"], "positions_angstrom": [[0.822, 1.163, 0.492], [0.885, -0.330, 0.388], [1.865, -0.615, -1.268], [-0.476, -0.997, 0.096], [-1.630, -0.973, 1.749], [-1.426, -0.149, -1.020], [-1.685, -0.784, -2.437], [0.081, 1.703, -0.045], [1.845, 1.594, 0.392], [0.530, 1.453, 1.433], [1.432, -0.875, 1.039], [-0.355, -2.043, -0.010], [-1.888, 0.853, -0.809]], "forces_ev_per_a": [[2.05, 0.26, 0.51], [-2.98, 1.48, -3.81], [0.64, -0.55, -0.82], [-1.76, 3.25, 0.31], [0.43, 0.18, -0.26], [1.50, -1.09, 1.84], [-0.27, -0.47, -0.97], [-0.25, -0.10, -1.53], [-0.89, -0.18, -0.32], [-0.56, 0.33, 2.89], [1.51, -1.23, 2.60], [-0.21, -0.77, -1.07], [0.80, -1.10, 0.63]]}

(8)
{"formula": "C4H6BrClN2O", "method": "wB97M-V/def2-TZVPD", "multiplicity": 1, "orbital_gap_ev": 9.420, "e_tot_ha": -3374.8486, "symbols": ["C", "C", "C", "C", "N", "N", "O", "Cl", "Br", "H", "H", "H", "H", "H", "H"], "positions_angstrom": [[0.821, -1.263, -0.978], [1.318, -0.774, 1.278], [0.492, 0.257, -0.868], [-1.018, 0.334, -0.587], [1.156, -1.773, 0.266], [1.206, 0.843, 0.313], [0.834, -1.954, -1.954], [2.181, -3.139, 0.367], [2.954, 1.296, -0.143], [0.410, -0.674, 2.024], [2.350, -0.695, 1.726], [0.912, 0.819, -1.599], [-1.138, -0.399, 0.327], [-1.569, -0.060, -1.374], [-1.351, 1.340, -0.455]], "forces_ev_per_a": [[0.81, 0.10, -0.91], [-0.55, 3.33, 0.36], [-0.62, -1.51, 3.16], [1.64, -1.32, 2.24], [0.30, 0.90, 1.23], [-1.01, -4.04, 2.15], [-0.31, 0.27, -0.52], [-0.39, 0.37, -0.16], [0.47, -0.06, -0.18], [2.05, -0.26, -1.48], [-1.38, -0.37, -0.33], [0.40, 1.14, -3.25], [-0.40, 1.87, -1.48], [-0.88, -0.97, -1.52], [-0.13, 0.56, 0.69]]}